The following is a DFT calculation (wB97M-V/def2-TZVPD) of a cluster of 14 separate species, C56H112O28S14 in total.

ORCA input file:
```
! RIJCOSX wB97M-V def2-TZVPD def2/J DEFGRID3
* xyz 0 1
C -4.577 3.053 -3.097
C -3.074 3.441 -3.228
C -2.250 2.292 -2.701
S -3.094 0.896 -3.451
O -2.990 -0.400 -2.796
O -2.584 0.870 -4.789
C -4.766 1.534 -3.387
H -5.257 3.561 -3.788
H -4.961 3.130 -2.050
H -2.846 4.299 -2.647
H -2.797 3.655 -4.267
H -2.318 2.179 -1.599
H -1.216 2.391 -3.012
H -5.315 1.074 -2.535
H -5.272 1.282 -4.333
C 3.428 3.169 2.741
C 3.870 4.550 3.345
C 4.879 5.139 2.369
S 4.063 4.954 0.815
O 4.990 4.681 -0.231
O 3.200 6.118 0.687
C 3.065 3.460 1.315
H 2.560 2.788 3.240
H 4.230 2.450 2.769
H 4.278 4.549 4.349
H 3.031 5.242 3.428
H 5.816 4.594 2.285
H 5.153 6.188 2.339
H 3.321 2.665 0.628
H 1.958 3.665 1.313
C 0.536 -0.517 -7.415
C 0.332 -1.679 -6.362
C -0.230 -0.907 -5.113
S 0.922 0.473 -5.009
O 2.205 -0.042 -4.525
O 0.324 1.598 -4.304
C 1.103 0.768 -6.763
H -0.464 -0.337 -7.745
H 1.141 -0.891 -8.268
H 1.264 -2.165 -6.201
H -0.334 -2.445 -6.745
H 0.051 -1.448 -4.185
H -1.248 -0.616 -5.220
H 2.180 0.842 -6.872
H 0.622 1.648 -7.191
C -0.641 -7.215 0.608
C -2.043 -7.765 0.177
C -3.071 -6.631 -0.034
S -2.462 -5.241 1.004
O -3.360 -4.978 2.120
O -2.073 -4.075 0.212
C -0.950 -6.101 1.622
H -0.126 -6.728 -0.202
H -0.069 -8.085 0.958
H -2.387 -8.493 0.926
H -2.019 -8.247 -0.799
H -4.060 -6.833 0.361
H -3.125 -6.315 -1.057
H -1.229 -6.577 2.598
H -0.169 -5.339 1.836
C 4.524 -0.573 -2.329
C 4.418 0.928 -2.475
C 5.021 1.566 -1.231
S 6.524 0.522 -0.998
O 6.575 0.039 0.377
O 7.677 1.236 -1.444
C 5.989 -0.840 -2.110
H 4.233 -1.173 -3.176
H 3.935 -0.887 -1.486
H 3.411 1.304 -2.659
H 4.952 1.152 -3.410
H 4.281 1.590 -0.422
H 5.375 2.590 -1.414
H 6.091 -1.746 -1.496
H 6.532 -0.947 -3.033
C 4.942 -1.096 4.256
C 3.873 -0.024 4.702
C 2.649 -0.100 3.811
S 3.264 -0.698 2.261
O 3.116 0.324 1.252
O 2.643 -1.980 1.920
C 5.057 -1.042 2.725
H 4.495 -2.054 4.547
H 5.909 -0.910 4.730
H 4.379 0.928 4.581
H 3.585 -0.161 5.742
H 2.170 0.847 3.721
H 1.876 -0.856 4.071
H 5.644 -0.198 2.326
H 5.338 -1.971 2.206
C 0.710 0.803 -0.872
C 0.078 -0.536 -1.195
C -0.159 -1.320 0.142
S -0.636 0.103 1.301
O 0.068 0.055 2.550
O -2.096 0.100 1.372
C -0.028 1.452 0.318
H 0.547 1.491 -1.660
H 1.797 0.772 -0.616
H 0.628 -1.079 -1.946
H -0.900 -0.286 -1.603
H 0.754 -1.732 0.569
H -0.929 -2.122 0.098
H 0.675 2.018 0.957
H -0.860 2.069 0.006
C -2.005 -3.861 4.937
C -1.587 -2.775 3.855
C -2.026 -1.408 4.551
S -1.521 -1.655 6.284
O -2.555 -1.188 7.193
O -0.221 -1.023 6.413
C -1.409 -3.507 6.315
H -1.612 -4.818 4.589
H -3.111 -3.895 4.996
H -2.004 -2.934 2.844
H -0.496 -2.723 3.760
H -3.108 -1.334 4.440
H -1.454 -0.606 4.148
H -1.950 -3.962 7.117
H -0.373 -3.795 6.310
C -4.577 -2.067 -0.069
C -4.663 -1.779 1.468
C -5.061 -0.311 1.648
S -6.176 0.030 0.310
O -5.669 1.177 -0.475
O -7.507 0.061 0.802
C -5.928 -1.482 -0.640
H -4.564 -3.149 -0.235
H -3.672 -1.633 -0.441
H -3.703 -1.972 1.984
H -5.453 -2.392 1.921
H -4.232 0.325 1.382
H -5.528 0.009 2.616
H -5.869 -1.235 -1.693
H -6.754 -2.140 -0.394
C 2.141 -4.609 -0.436
C 3.060 -5.305 0.711
C 4.238 -5.801 -0.080
S 4.537 -4.497 -1.331
O 4.555 -5.126 -2.630
O 5.764 -3.794 -0.888
C 2.985 -3.508 -1.080
H 1.235 -4.144 -0.065
H 1.873 -5.343 -1.194
H 2.604 -6.070 1.353
H 3.341 -4.516 1.405
H 3.997 -6.765 -0.569
H 5.196 -5.867 0.477
H 2.649 -3.126 -2.075
H 3.186 -2.679 -0.361
C -3.403 2.996 0.812
C -2.450 4.193 0.497
C -3.156 5.475 0.932
S -4.121 5.060 2.371
O -5.503 5.338 2.013
O -3.493 5.659 3.539
C -3.852 3.186 2.233
H -2.929 1.988 0.659
H -4.299 2.993 0.189
H -2.049 4.296 -0.508
H -1.543 4.112 1.129
H -3.896 5.785 0.203
H -2.513 6.367 1.107
H -4.730 2.570 2.502
H -3.031 2.947 2.923
C 1.813 5.927 -4.438
C 1.224 6.858 -3.328
C 1.628 6.267 -1.975
S 1.479 4.486 -2.227
O 0.200 4.042 -1.739
O 2.638 3.702 -1.840
C 1.427 4.504 -4.001
H 2.891 6.104 -4.436
H 1.480 6.243 -5.397
H 0.143 6.955 -3.483
H 1.562 7.846 -3.455
H 1.084 6.594 -1.099
H 2.659 6.466 -1.806
H 0.441 4.171 -4.360
H 2.148 3.720 -4.265
C -2.427 -4.252 -4.979
C -2.685 -2.997 -4.153
C -2.007 -3.179 -2.758
S -0.565 -4.217 -3.110
O -0.550 -5.326 -2.196
O 0.560 -3.348 -3.185
C -0.935 -4.619 -4.809
H -2.636 -4.115 -6.036
H -3.049 -5.033 -4.545
H -3.750 -2.697 -4.138
H -2.122 -2.173 -4.585
H -2.509 -3.776 -2.023
H -1.616 -2.319 -2.260
H -0.757 -5.688 -4.955
H -0.270 -3.995 -5.362
C -1.868 2.230 5.571
C -2.117 3.709 6.012
C -1.081 4.516 5.289
S 0.096 3.429 4.547
O 1.476 3.779 4.836
O -0.289 3.350 3.131
C -0.424 1.886 5.421
H -2.356 2.124 4.588
H -2.410 1.496 6.189
H -2.012 3.816 7.111
H -3.106 4.126 5.817
H -0.537 5.183 5.948
H -1.596 5.040 4.470
H 0.106 1.703 6.328
H -0.259 1.000 4.822
*
```

The calculation puts the relative energy (zero: lowest compared OMol25 entry of this formula, charge and spin) at 25.4 kJ/mol. The LUMO energy comes out at -0.1 eV. The gap between HOMO and LUMO is 9.23 eV. Its HOMO energy is -9.4 eV.


The following is a DFT calculation (wB97M-V/def2-TZVPD) of a cluster of 7 separate species, C56H120N6O7 in total.

ORCA input file:
```
! RIJCOSX wB97M-V def2-TZVPD def2/J DEFGRID3
* xyz 0 1
C 3.636 4.468 1.357
C 2.556 5.322 0.659
C 1.510 4.341 0.094
C 1.913 6.217 1.735
C 0.988 7.293 1.171
C 1.769 8.091 0.060
C 2.370 7.236 -1.061
C 1.174 6.776 -1.901
C 3.233 8.252 -1.863
N 3.177 6.121 -0.435
O 3.763 5.259 -1.432
H 4.500 5.068 1.643
H 3.286 3.845 2.180
H 4.038 3.769 0.623
H 1.649 3.775 -0.827
H 1.344 3.644 0.916
H 0.488 4.714 0.022
H 1.267 5.593 2.354
H 2.684 6.699 2.335
H 0.110 6.826 0.726
H 0.730 7.948 2.004
H 2.512 8.505 0.742
H 1.283 8.942 -0.417
H 0.322 6.320 -1.397
H 1.475 6.095 -2.697
H 0.656 7.562 -2.452
H 3.787 8.889 -1.174
H 2.647 8.929 -2.484
H 3.904 7.704 -2.525
H 4.681 5.279 -1.153
C 5.110 -3.489 -1.059
C 3.620 -3.636 -0.772
C 2.732 -3.373 -1.994
C 3.286 -5.117 -0.366
C 3.650 -5.474 1.072
C 3.063 -4.459 2.031
C 3.515 -3.039 1.808
C 2.646 -2.158 2.700
C 5.013 -2.826 2.235
N 3.323 -2.663 0.345
O 3.388 -1.337 0.013
H 5.407 -4.017 -1.965
H 5.483 -2.466 -1.009
H 5.689 -4.111 -0.376
H 1.667 -3.419 -1.768
H 2.928 -2.355 -2.331
H 2.910 -3.987 -2.877
H 2.235 -5.374 -0.492
H 3.814 -5.737 -1.091
H 3.262 -6.463 1.317
H 4.724 -5.512 1.249
H 3.451 -4.780 2.997
H 1.990 -4.617 2.138
H 2.640 -2.435 3.754
H 1.610 -2.218 2.365
H 2.851 -1.098 2.553
H 5.183 -3.023 3.294
H 5.285 -1.813 1.941
H 5.714 -3.483 1.721
H 4.322 -1.173 -0.135
C -0.062 -4.148 -7.081
C -1.146 -5.039 -6.407
C -1.866 -5.830 -7.472
C -0.493 -6.094 -5.458
C -0.018 -5.482 -4.150
C -1.263 -4.719 -3.440
C -1.976 -3.637 -4.301
C -3.294 -3.366 -3.576
C -1.140 -2.377 -4.273
N -2.165 -4.192 -5.656
O -2.944 -3.299 -6.484
H 0.623 -3.713 -6.352
H 0.658 -4.682 -7.701
H -0.422 -3.376 -7.760
H -1.168 -6.485 -7.994
H -2.707 -6.356 -7.019
H -2.398 -5.137 -8.123
H -0.979 -7.067 -5.389
H 0.468 -6.445 -5.834
H 0.352 -6.207 -3.424
H 0.776 -4.751 -4.299
H -0.998 -4.329 -2.457
H -1.993 -5.496 -3.214
H -3.978 -4.208 -3.683
H -3.764 -2.555 -4.133
H -3.235 -3.172 -2.505
H -1.648 -1.642 -4.898
H -0.139 -2.501 -4.684
H -1.033 -2.052 -3.238
H -3.804 -3.725 -6.519
C -0.821 -3.266 2.981
C -2.375 -3.281 2.759
C -2.830 -4.708 2.926
C -3.017 -2.319 3.873
C -4.454 -2.049 3.544
C -4.615 -1.330 2.184
C -3.986 -2.211 1.053
C -4.967 -3.336 0.741
C -3.858 -1.263 -0.152
N -2.640 -2.697 1.416
O -1.936 -3.369 0.323
H -0.513 -3.653 3.952
H -0.453 -2.241 2.925
H -0.260 -3.818 2.227
H -2.543 -5.052 3.920
H -2.345 -5.341 2.183
H -3.910 -4.852 2.896
H -3.007 -2.778 4.862
H -2.462 -1.381 3.890
H -4.585 -1.295 4.320
H -4.979 -2.999 3.645
H -4.025 -0.415 2.237
H -5.627 -1.040 1.905
H -5.708 -3.016 0.008
H -4.434 -4.146 0.242
H -5.464 -3.792 1.596
H -3.132 -1.615 -0.885
H -4.801 -1.153 -0.688
H -3.447 -0.299 0.147
H -1.177 -2.796 0.193
C -1.350 1.363 5.526
C 0.130 0.911 5.819
C 0.262 -0.579 5.538
C 0.977 1.689 4.773
C 2.482 1.678 5.259
C 2.572 2.214 6.651
C 1.828 1.517 7.731
C 2.554 0.215 8.158
C 1.759 2.568 8.869
N 0.430 1.302 7.275
O -0.331 0.621 8.224
H -2.096 0.832 6.118
H -1.372 2.432 5.734
H -1.515 1.217 4.458
H 1.158 -0.942 6.041
H -0.613 -1.138 5.870
H 0.276 -0.864 4.486
H 0.815 1.243 3.792
H 0.680 2.736 4.834
H 2.788 0.636 5.350
H 3.095 2.083 4.453
H 2.474 3.294 6.539
H 3.635 2.091 6.858
H 2.016 -0.486 8.796
H 3.448 0.526 8.697
H 2.981 -0.333 7.317
H 2.745 2.921 9.174
H 1.257 2.065 9.695
H 1.091 3.412 8.697
H -0.598 1.329 8.814
C -3.350 5.359 -3.692
C -2.419 4.350 -4.466
C -2.045 4.879 -5.850
C -1.086 4.303 -3.673
C -1.118 3.397 -2.449
C -1.625 1.955 -2.924
C -3.046 1.982 -3.669
C -3.035 0.633 -4.331
C -4.140 2.148 -2.629
N -2.979 2.985 -4.707
O -4.091 2.994 -5.498
H -3.031 6.390 -3.839
H -4.388 5.286 -4.018
H -3.521 5.129 -2.641
H -1.509 5.827 -5.800
H -1.413 4.172 -6.388
H -2.975 5.053 -6.391
H -0.366 3.847 -4.353
H -0.654 5.265 -3.396
H -0.126 3.227 -2.030
H -1.748 3.833 -1.674
H -1.604 1.341 -2.024
H -0.855 1.616 -3.617
H -4.000 0.494 -4.818
H -2.870 -0.222 -3.675
H -2.362 0.520 -5.180
H -4.084 1.359 -1.879
H -5.149 2.082 -3.036
H -3.986 3.081 -2.088
H -3.827 2.450 -6.244
C 0.761 0.585 0.388
C 0.497 -0.580 -0.581
O 0.441 -1.808 0.034
H -0.176 0.629 0.944
H 0.852 1.542 -0.126
H 1.530 0.366 1.127
H 1.227 -0.720 -1.378
H -0.487 -0.461 -1.035
H 1.335 -2.074 0.262
*
```

The calculation puts the relative energy (zero: lowest compared OMol25 entry of this formula, charge and spin) at 318.1 kJ/mol. The LUMO energy comes out at 0.4 eV. The gap between HOMO and LUMO is 8.25 eV. Its HOMO energy is -7.9 eV.